{
  "formula": "C5H11NO",
  "method": "wB97M-V/def2-TZVPD",
  "species": ["C", "C", "C", "C", "N", "C", "H", "H", "H", "H", "H", "H", "H", "H", "H", "H", "H", "O"],
  "positions_angstrom": [[1.616, 0.975, -0.277], [1.205, 1.046, 1.286], [-0.036, 0.300, 1.511], [-0.451, -0.721, 0.620], [-1.877, -1.134, 0.370], [-2.247, -2.094, 1.227], [2.086, -0.117, -0.475], [2.545, 1.627, -0.445], [0.801, 1.155, -1.051], [1.484, 2.095, 1.575], [2.039, 0.291, 1.546], [-0.648, 0.434, 2.408], [0.181, -1.224, -0.096], [-3.332, -2.605, 1.157], [-1.543, -2.834, 1.728], [0.128, 0.946, -3.879], [-1.346, 1.005, -3.959], [-0.605, 0.856, -3.247]],
  "atomic_forces_ev_per_a": [[1.6, -1.3, -0.6], [3.9, -1.6, -2.7], [-2.5, -2.9, -1.8], [-0.9, 2.1, 1.3], [0.7, -2.5, 4.9], [-0.7, -0.6, -3.3], [-1.4, 2.3, 0.2], [-1.5, -0.6, 0.1], [1.0, -0.1, 1.2], [-1.2, -1.3, 0.6], [-0.8, 1.7, 0.9], [-0.2, 0.5, -0.6], [0.2, 0.7, -0.4], [2.2, 1.8, 0.0], [-0.5, 1.7, 0.0], [0.3, -0.1, 0.6], [1.5, -0.5, 2.4], [-1.8, 0.6, -3.1]],
  "lumo_energy_ev": 0.7847,
  "total_energy_ev": -8896.7969,
  "e_homo_ha": -0.3036
}